[1]
This record from the Open Molecules 2025 dataset describes a single C3H3NO2 molecule in a non-equilibrium geometry. The level of theory is wB97M-V/def2-TZVPD.

Summary:
ΔE to the lowest compared entry with this formula, charge and spin: 404.3 kJ/mol
largest force on an atom: 0.0707 Eh/bohr
frontier orbital gap: 8.38 eV
electronic energy: -321.22365 Ha
total charge: 0

Positions of all 9 atoms, in Å:
O  -1.1675  0.4028  1.7118
C  -0.4428  0.3990  0.5446
N  -0.8630  1.3471  -0.2137
O  0.3208  0.7723  -1.6953
C  0.9290  -0.2233  -1.1394
C  0.5745  -0.5032  0.1547
H  -1.9872  -0.0812  1.5282
H  1.6782  -0.8328  -1.6798
H  0.9581  -1.2807  0.7888

natural (NBO) atomic charge list, values in e, 6 entries:
1 O -0.6559
2 C 0.4155
3 N -0.0440
4 O -0.4373
5 C 0.2728
6 C -0.4899



[2]
This record from the Open Molecules 2025 dataset describes a molecular structure, C13H14Cl2N2ORhS3. The level of theory is wB97M-V/def2-TZVPD.

Summary:
ΔE to the lowest compared entry with this formula, charge and spin: 34.5 kJ/mol
largest force on an atom: 0.0113 Eh/bohr
frontier orbital gap (alpha / beta): 5.79 / 6.97 eV
electronic energy: -2913.71561 Ha
total charge: +1

Positions of all 36 atoms, in Å:
Rh  -0.5901  0.0737  0.8049
S  -1.0768  -1.9500  0.2633
C  0.3871  -2.8436  0.2459
C  0.4212  -4.2489  0.2616
C  1.6367  -4.8855  0.2382
C  1.6867  -6.3190  0.2833
N  1.7261  -7.4655  0.3228
C  2.8456  -4.1324  0.1900
C  2.8198  -2.7596  0.1646
C  1.5808  -2.1003  0.1896
S  1.4287  -0.3878  0.1004
C  4.1108  -4.8095  0.1789
N  5.1245  -5.3478  0.1593
H  -0.4957  -4.8215  0.3009
H  3.7438  -2.1987  0.1266
Cl  -2.6846  0.5083  3.4620
C  -1.1111  0.5439  4.2068
Cl  0.1357  -0.1732  3.0927
H  -1.0806  -0.0822  5.0906
H  -0.7993  1.5634  4.3955
C  -3.7439  2.8803  -1.8643
C  -2.3909  3.5349  -1.6354
S  -1.1994  2.3321  -1.0449
O  -1.6757  1.9892  0.3824
C  0.2435  3.3913  -0.8278
C  1.0674  3.4749  -2.1062
H  -4.4267  3.6028  -2.3079
H  -4.1720  2.5400  -0.9232
H  -3.6644  2.0319  -2.5444
H  -2.4300  4.3206  -0.8784
H  -1.9678  3.9441  -2.5560
H  0.7963  2.9231  -0.0109
H  -0.1036  4.3659  -0.4831
H  1.2460  2.4868  -2.5309
H  2.0330  3.9273  -1.8869
H  0.5790  4.0911  -2.8603

natural (NBO) atomic charge list, values in e, 6 entries:
1 Rh 0.5467
2 S 0.2862
3 C -0.2273
4 C -0.1449
5 C -0.0983
6 C 0.2316



[3]
This record from the Open Molecules 2025 dataset describes 2 unconnected molecules or ions with the total composition C15H18O2 in a non-equilibrium geometry. The level of theory is wB97M-V/def2-TZVPD.

Summary:
ΔE to the lowest compared entry with this formula, charge and spin: 394.4 kJ/mol
largest force on an atom: 0.1030 Eh/bohr
frontier orbital gap: 8.63 eV
SMILES: CCc1ccc(O)cc1.Cc1ccc(O)cc1
electronic energy: -732.71611 Ha
total charge: 0

Positions of all 35 atoms, in Å:
C  1.8077  1.5285  -2.7763
C  2.1568  0.3084  -1.8643
C  1.4825  -0.9315  -2.3991
C  1.6861  -1.5730  -3.6415
C  1.1275  -2.8056  -3.9831
C  0.2027  -3.2614  -2.9334
O  -0.0571  -4.5244  -3.0770
C  -0.1235  -2.6677  -1.7814
C  0.6184  -1.5383  -1.4776
H  1.4634  1.2329  -3.8763
H  2.6017  2.2338  -2.9057
H  1.0775  2.2485  -2.2522
H  3.2600  0.2623  -1.7269
H  1.8256  0.7845  -0.7374
H  2.4882  -1.2395  -4.3205
H  1.3532  -3.4900  -4.9071
H  -0.6966  -5.0132  -2.5159
H  -0.8936  -3.0377  -1.1498
H  0.2751  -0.9362  -0.6708
C  -0.8334  3.2326  1.4748
C  -1.0007  2.1344  2.4448
C  -2.0381  1.2068  2.0664
C  -2.4395  0.1622  2.8923
C  -1.6655  -0.0648  4.0918
O  -1.8973  -1.2610  4.7199
C  -0.8531  0.9650  4.5473
C  -0.4787  2.0276  3.6401
H  -1.1981  3.9954  2.0119
H  -1.4367  2.9389  0.5131
H  0.2134  3.3809  1.2071
H  -2.7034  1.5628  1.3961
H  -3.2406  -0.4615  2.6980
H  -1.5588  -1.3172  5.6275
H  -0.5476  1.0267  5.5338
H  0.0225  2.8905  4.1312

natural (NBO) atomic charge list, values in e, 6 entries:
1 C -0.6206
2 C -0.4085
3 C -0.0964
4 C -0.1953
5 C -0.2576
6 C 0.3209



[4]
This record from the Open Molecules 2025 dataset describes a molecular structure, C48H52CuN5O4P2S. The level of theory is wB97M-V/def2-TZVPD.

Summary:
ΔE to the lowest compared entry with this formula, charge and spin: 0.0 kJ/mol
largest force on an atom: 0.0076 Eh/bohr
frontier orbital gap: 8.06 eV
electronic energy: -5156.44612 Ha
total charge: 0

Positions of all 113 atoms, in Å:
Cu  0.4494  -0.0947  -0.7548
C  -1.9458  2.6757  -0.9186
N  -2.2574  3.0285  0.4552
C  -2.9371  2.0345  1.2834
P  -2.3803  0.2790  0.9867
C  -2.9445  -0.5055  2.5460
C  -2.6506  0.0696  3.7834
C  -2.9388  -0.5954  4.9660
C  -3.5098  -1.8608  4.9356
C  -3.7847  -2.4544  3.7123
C  -3.5005  -1.7843  2.5310
C  -3.7101  -0.2426  -0.1818
C  -5.0591  -0.2735  0.1733
C  -6.0281  -0.6385  -0.7484
C  -5.6651  -0.9753  -2.0468
C  -4.3296  -0.9391  -2.4164
C  -3.3627  -0.5746  -1.4884
C  -2.5260  4.3695  0.7631
C  -1.9645  5.4212  0.0243
C  -2.2081  6.7414  0.3568
C  -3.0165  7.0717  1.4353
C  -3.5830  6.0433  2.1681
C  -3.3525  4.7142  1.8419
P  -0.1805  2.0683  -1.2259
C  0.7831  3.3913  -0.4199
C  1.3484  3.0853  0.8152
C  2.0558  4.0435  1.5281
C  2.2138  5.3176  1.0050
C  1.6588  5.6326  -0.2289
C  0.9442  4.6776  -0.9340
C  -0.0600  2.3966  -3.0230
C  1.0578  2.9530  -3.6425
C  1.1296  3.0430  -5.0252
C  0.0865  2.5776  -5.8122
C  -1.0277  2.0123  -5.2091
C  -1.0957  1.9152  -3.8280
H  -2.0732  3.5422  -1.5629
H  -2.6431  1.9160  -1.2809
H  -4.0267  2.0910  1.1550
H  -2.7189  2.2614  2.3257
H  -2.1685  1.0376  3.8362
H  -2.7119  -0.1243  5.9144
H  -3.7337  -2.3806  5.8582
H  -4.2203  -3.4449  3.6738
H  -3.7097  -2.2614  1.5821
H  -5.3573  -0.0189  1.1839
H  -7.0692  -0.6630  -0.4519
H  -6.4213  -1.2690  -2.7635
H  -4.0319  -1.2111  -3.4214
H  -2.3195  -0.5772  -1.7852
H  -1.3084  5.2151  -0.8058
H  -1.7489  7.5228  -0.2362
H  -3.2020  8.1052  1.6938
H  -4.2283  6.2681  3.0082
H  -3.8373  3.9522  2.4319
H  1.2271  2.0853  1.2162
H  2.4879  3.7916  2.4883
H  2.7683  6.0665  1.5556
H  1.7769  6.6274  -0.6388
H  0.5111  4.9385  -1.8919
H  1.8864  3.3167  -3.0487
H  2.0081  3.4748  -5.4869
H  0.1456  2.6473  -6.8905
H  -1.8420  1.6354  -5.8142
H  -1.9617  1.4441  -3.3769
C  2.8844  0.3595  -2.2387
N  4.2700  0.2469  -2.6788
C  4.5582  -1.1683  -2.9330
N  4.3454  -1.9962  -1.7438
C  2.9527  -1.8525  -1.3309
N  2.6108  -0.4439  -1.0239
C  3.5303  0.0249  0.0363
N  4.9307  -0.0839  -0.3622
C  5.1302  0.7004  -1.5823
C  5.2059  -1.4891  -0.6740
H  2.2125  0.0252  -3.0321
H  2.6728  1.4052  -2.0067
H  5.5979  -1.2654  -3.2516
H  3.9084  -1.5240  -3.7345
H  2.7730  -2.4499  -0.4346
H  2.2904  -2.1973  -2.1228
H  3.3600  -0.5726  0.9312
H  3.2933  1.0653  0.2677
H  6.1739  0.6175  -1.8917
H  4.9085  1.7487  -1.3695
H  5.0462  -2.0889  0.2243
H  6.2493  -1.5867  -0.9806
C  0.8594  -1.8056  2.9558
S  1.2146  -0.0480  2.8080
C  1.8992  0.2546  4.4464
H  1.7763  -2.3770  3.1039
H  0.3804  -2.1097  2.0256
H  0.1726  -1.9779  3.7860
H  1.2007  -0.0897  5.2102
H  2.0355  1.3297  4.5562
H  2.8609  -0.2406  4.5781
O  -0.0065  -1.7040  -2.1737
C  -0.4593  -2.4004  -1.2250
O  -0.4179  -2.0071  -0.0275
C  -1.1021  -3.7158  -1.5376
C  -1.7440  -4.4257  -0.5344
C  -2.3888  -5.6390  -0.7940
C  -2.3453  -6.0911  -2.0882
O  -2.8969  -7.2326  -2.6016
C  -2.5129  -7.2732  -3.9768
O  -1.8251  -6.0629  -4.2804
C  -1.7015  -5.3876  -3.0911
C  -1.0737  -4.1955  -2.8564
H  -1.7305  -4.0208  0.4678
H  -2.8972  -6.1948  -0.0188
H  -3.4068  -7.3488  -4.5969
H  -1.8462  -8.1235  -4.1408
H  -0.5852  -3.6275  -3.6349

Löwdin atomic charge list, values in e, 6 entries:
1 Cu 0.1630
2 C -0.2825
3 N -0.1581
4 C -0.3115
5 P 1.1121
6 C -0.3654